(1)
Formula: C20H27CeN4O4
Source: the Open Molecules 2025 dataset
Level of theory: the ωB97M-V functional and the def2-TZVPD basis

Structure (XYZ):
```
56
Properties=species:S:1:pos:R:3
Ce -0.128 0.341 0.246
C 2.062 2.799 2.652
C 1.057 2.833 1.536
C -0.319 2.793 1.806
C -1.254 2.928 0.788
C -0.832 3.104 -0.531
C 0.528 3.143 -0.814
C 1.459 3.004 0.213
H 2.281 3.817 2.978
H 3.002 2.349 2.334
H 1.682 2.260 3.520
H -0.656 2.727 2.833
H -2.307 2.989 1.035
H -1.554 3.313 -1.311
H 0.869 3.324 -1.825
H 2.514 3.076 -0.019
C -0.745 -3.022 -0.682
C -1.182 -2.826 0.759
N -1.885 -1.533 0.930
C -3.211 -1.498 0.263
C -3.422 -0.223 -0.536
N -2.235 0.104 -1.363
C -2.013 -0.867 -2.474
C -0.581 -1.360 -2.544
N -0.080 -1.810 -1.219
H -1.601 -3.275 -1.306
H -0.074 -3.879 -0.735
H -0.308 -2.817 1.414
H -1.811 -3.670 1.056
H -2.024 -1.400 1.926
H -4.010 -1.588 0.998
H -3.303 -2.366 -0.387
H -3.605 0.617 0.138
H -4.313 -0.349 -1.157
H -2.424 1.007 -1.785
H -2.269 -0.409 -3.430
H -2.700 -1.703 -2.350
H 0.082 -0.563 -2.883
H -0.525 -2.165 -3.280
H 0.899 -2.031 -1.370
O 0.776 -0.778 4.758
C 0.703 -0.570 3.466
O -0.259 -0.080 2.892
C 1.917 -0.987 2.704
C 2.993 -1.663 3.226
C 4.044 -1.979 2.362
C 3.975 -1.606 1.032
C 2.852 -0.913 0.601
N 1.845 -0.626 1.419
C 2.655 -0.476 -0.839
O 3.308 -0.982 -1.709
O 1.670 0.395 -0.972
H -0.051 -0.496 5.192
H 3.019 -1.931 4.274
H 4.909 -2.513 2.737
H 4.759 -1.833 0.322
```

Energy, eV: -48248.89082
Charge: +2
Lowest unoccupied orbital energy (alpha / beta), eV: -6.58 / -6.57
Multiplicity: 2

Here are the Löwdin charges for atoms 1 to 8, given in e: 1.319, 0.000, -0.281, -0.085, -0.118, -0.105, -0.055, -0.028

(2)
Formula: C20H27InO4Si
Source: the Open Molecules 2025 dataset
Level of theory: the ωB97M-V functional and the def2-TZVPD basis

Structure (XYZ):
```
53
Properties=species:S:1:pos:R:3
In -0.153 0.499 -1.874
C -1.195 -1.111 1.650
C -2.278 -0.560 0.753
O -1.856 0.610 0.066
C -2.076 1.846 0.753
C -1.430 2.935 -0.077
O -0.090 2.579 -0.438
C 0.851 2.641 0.635
C 2.094 1.926 0.169
O 1.737 0.600 -0.271
C 2.249 -0.525 0.435
C 1.288 -1.056 1.473
O 0.006 -1.514 0.874
H -1.554 -1.981 2.200
H -0.866 -0.362 2.366
H -3.144 -0.347 1.388
H -2.587 -1.283 0.002
H -1.654 1.796 1.761
H -3.148 2.040 0.844
H -1.447 3.886 0.459
H -1.964 3.063 -1.018
H 0.448 2.150 1.526
H 1.071 3.683 0.881
H 2.836 1.877 0.966
H 2.533 2.441 -0.686
H 3.172 -0.264 0.961
H 2.494 -1.281 -0.307
H 1.032 -0.280 2.189
H 1.730 -1.897 2.010
C -4.354 -3.786 -1.340
C -4.029 -4.173 -0.047
C -2.726 -4.034 0.407
C -1.733 -3.505 -0.429
C -2.075 -3.136 -1.737
C -3.378 -3.273 -2.187
Si -0.059 -3.321 0.275
C 1.461 -3.565 -0.705
C 2.578 -4.063 -0.020
C 3.786 -4.246 -0.677
C 3.890 -3.938 -2.026
C 2.787 -3.458 -2.724
C 1.580 -3.276 -2.070
H -5.369 -3.899 -1.696
H -4.786 -4.594 0.601
H -2.480 -4.359 1.412
H -1.327 -2.750 -2.418
H -3.633 -2.995 -3.201
H 0.058 -3.891 1.627
H 2.506 -4.325 1.030
H 4.639 -4.640 -0.142
H 4.829 -4.086 -2.542
H 2.869 -3.241 -3.781
H 0.731 -2.914 -2.637
```

Energy, eV: -42404.41087
Charge: +2
Relative energy (zero: lowest compared OMol25 entry of this formula, charge and spin), kJ/mol: 0.00
Lowest unoccupied orbital energy, eV: -5.76

Here are the Löwdin charges for atoms 1 to 8, given in e: 1.119, -0.077, -0.144, -0.292, -0.148, -0.143, -0.282, -0.145

(3)
Formula: C20H27N2O3PPbS
Source: the Open Molecules 2025 dataset
Level of theory: the ωB97M-V functional and the def2-TZVPD basis

Structure (XYZ):
```
55
Properties=species:S:1:pos:R:3
C -2.806 0.202 -4.105
C -2.615 -1.028 -3.465
C -1.886 -1.089 -2.250
C -1.380 0.082 -1.713
C -1.555 1.309 -2.346
C -2.283 1.378 -3.548
C -1.690 -2.426 -1.563
C -0.246 -2.953 -1.397
N 0.830 -1.924 -1.176
Pb -0.019 -0.007 0.116
C -0.871 2.557 -1.782
P 0.847 2.084 -1.278
H -3.018 -1.954 -3.897
H -2.400 2.353 -4.039
H -3.361 0.254 -5.048
H -1.374 2.919 -0.861
H -0.765 3.384 -2.511
H -2.136 -2.386 -0.555
H -2.225 -3.203 -2.126
H -0.217 -3.622 -0.524
C 1.512 3.311 -0.153
C 1.791 2.044 -2.783
H 0.044 -3.531 -2.293
C 1.387 -1.435 -2.461
C 1.930 -2.483 -0.331
H -0.722 1.426 1.139
H 1.885 -2.263 -2.991
H 0.588 -1.026 -3.088
H 2.124 -0.647 -2.268
H 2.514 -3.228 -0.896
H 2.598 -1.673 -0.014
H 1.500 -2.946 0.566
H 1.836 3.067 -3.189
H 2.809 1.681 -2.560
H 1.345 1.367 -3.530
H 1.678 4.241 -0.721
H 0.829 3.485 0.699
H 2.472 2.926 0.242
H 1.283 0.120 1.457
O -0.855 1.698 4.775
S -0.156 0.442 4.537
O 1.160 0.284 5.045
N -0.203 0.039 2.831
C -0.930 -1.050 2.600
O -1.126 -1.576 1.445
C -1.522 -1.648 3.780
C -2.312 -2.790 3.747
C -2.828 -3.280 4.927
C -2.527 -2.602 6.117
C -1.720 -1.444 6.140
C -1.209 -0.964 4.933
H -2.497 -3.258 2.787
H -3.456 -4.176 4.924
H -2.944 -3.003 7.038
H -1.502 -0.936 7.080
```

Energy, eV: -55667.65069
Relative energy (zero: lowest compared OMol25 entry of this formula, charge and spin), kJ/mol: 249.63
Lowest unoccupied orbital energy, eV: 0.28

Here are the Löwdin charges for atoms 1 to 8, given in e: -0.081, -0.039, -0.263, -0.216, -0.317, -0.048, -0.138, -0.167

(4)
Formula: C20H27N3O2S
Source: the Open Molecules 2025 dataset
Level of theory: the ωB97M-V functional and the def2-TZVPD basis

Structure (XYZ):
```
53
Properties=species:S:1:pos:R:3
C -5.301 -1.627 -0.590
H -5.131 -2.212 0.310
H -6.304 -1.209 -0.543
H -5.232 -2.289 -1.448
C -4.274 -0.506 -0.721
N -2.944 -1.054 -0.932
C -2.037 -0.207 -1.674
C -1.467 0.949 -0.845
N -0.742 0.418 0.303
C -1.675 -0.360 1.111
C -2.277 -1.499 0.276
H -2.978 -2.060 0.893
H -1.472 -2.177 -0.025
H -1.158 -0.808 1.957
H -2.481 0.288 1.502
C -0.080 1.481 1.063
C 0.760 2.331 0.163
C 0.712 3.684 0.028
C 1.665 4.192 -0.884
C 2.427 3.216 -1.434
S 1.997 1.655 -0.853
H 3.219 3.306 -2.151
H 1.771 5.236 -1.115
H 0.016 4.305 0.563
C 0.787 0.895 2.215
N 1.597 -0.199 1.740
C 1.389 -1.477 2.128
O 0.675 -1.801 3.042
O 2.118 -2.416 1.472
C 2.527 -2.257 0.162
C 1.711 -1.687 -0.809
C 2.154 -1.627 -2.118
C 3.395 -2.132 -2.465
C 4.199 -2.707 -1.495
C 3.771 -2.772 -0.182
H 4.380 -3.223 0.585
H 5.166 -3.108 -1.760
H 3.734 -2.082 -3.489
H 1.520 -1.183 -2.870
H 0.743 -1.289 -0.539
H 2.212 -0.010 0.961
C 1.662 1.966 2.862
H 2.410 2.335 2.164
H 1.051 2.803 3.191
H 2.170 1.544 3.725
H 0.129 0.475 2.981
H -0.829 2.152 1.533
H -0.785 1.530 -1.469
H -2.286 1.618 -0.523
H -2.549 0.190 -2.553
H -1.207 -0.836 -2.011
H -4.334 0.147 0.164
H -4.528 0.098 -1.596
```

Energy, eV: -40579.10798
Relative energy (zero: lowest compared OMol25 entry of this formula, charge and spin), kJ/mol: 246.29
Lowest unoccupied orbital energy, eV: 0.52
SMILES: CCN1CCN([C@H](c2cccs2)[C@H](C)NC(=O)Oc2ccccc2)CC1

Here are the Löwdin charges for atoms 1 to 8, given in e: -0.086, 0.061, 0.068, 0.074, -0.262, -0.179, -0.166, -0.163